[1]
45
Properties=species:S:1:pos:R:3:forces:R:3 method="wB97M-V/def2-TZVPD" e_tot_ev=-34260.921 total_charge=-1 smiles="Cc1ccccc1[C@@H](Oc1cc(OCc2ccncc2)ccc1C#N)C(=O)[O-]" lumo_ev=2.788 e_above_lowest_ev=0.246 mol_weight_g_mol=373.39 max_force_ev_per_a=3.3
N 2.5594 -1.9527 -3.8368 0.04 0.37 1.09
O -1.5187 -1.3263 -0.3194 -0.02 0.06 -1.22
O -1.8592 0.8600 -0.1551 0.20 0.01 -1.35
C 2.5014 -1.6056 -2.7314 0.00 -0.41 -1.31
N -0.3704 -2.2839 6.6928 0.13 0.07 0.19
O 1.8511 -0.2383 2.6789 -0.19 0.01 0.39
O 0.7616 0.4756 -1.9355 -0.06 0.02 0.85
C -1.4836 -0.1646 -0.7970 0.92 0.47 3.09
C -1.3210 -1.9860 5.7971 1.41 0.72 -0.73
C 0.8807 -1.8494 6.4531 -1.45 0.28 -0.99
C -2.6952 2.2471 -5.1897 0.11 -0.23 0.24
C -2.7593 0.8531 -5.1229 0.27 0.44 0.02
C 3.1269 -1.9057 -0.3738 -0.62 1.10 1.49
C 2.9179 -1.5766 0.9905 0.51 0.04 -0.53
C 1.3792 0.1698 0.3809 0.00 -0.29 -1.05
C -1.9385 2.9590 -4.2492 0.17 -0.91 -0.31
C -1.0374 -1.2825 4.6158 -0.37 -0.09 0.00
C 1.1940 -1.1179 5.3000 0.46 0.15 0.84
C -2.0722 0.1697 -4.1236 -0.27 0.56 0.60
C 2.4042 -1.2234 -1.3597 -0.78 0.70 0.50
C 2.0679 -0.5128 1.3710 -0.18 -1.01 -1.38
C 1.4877 -0.1950 -0.9861 0.22 -0.02 0.89
C -1.1881 2.2703 -3.2704 -0.83 -0.11 -0.57
C 0.2546 -0.8036 4.3418 -1.67 -0.91 0.62
C -1.3326 0.8499 -3.1499 0.76 1.33 -0.54
C -0.2557 3.1021 -2.4409 0.04 -0.32 0.60
C 0.4814 0.0031 3.1046 1.29 0.38 0.56
C -0.6333 0.0295 -2.0898 -0.20 -0.73 -0.96
H -2.3421 -2.2652 5.9966 -0.10 -0.30 0.20
H 1.6228 -2.0479 7.2150 0.05 -0.08 -0.05
H -3.2036 2.7612 -6.0045 0.03 0.00 0.24
H -3.3059 0.3061 -5.8805 -0.06 -0.04 0.05
H 3.8501 -2.6568 -0.6535 -0.10 -0.15 0.03
H 3.4483 -2.1308 1.7651 -0.14 0.14 -0.18
H 0.6883 0.9406 0.6830 -0.23 0.17 -0.33
H -1.8735 4.0509 -4.3363 0.07 -0.48 0.15
H -1.8549 -1.1140 3.9095 0.29 0.04 0.14
H 2.1700 -0.6994 5.2275 0.77 0.03 -0.23
H -2.1636 -0.9020 -4.0281 0.07 -0.17 -0.14
H 0.7753 2.7710 -2.6060 -0.19 0.11 0.26
H -0.5243 2.9968 -1.3821 0.31 -0.10 -0.10
H -0.3257 4.1567 -2.6973 -0.10 0.05 -0.15
H 0.3569 1.0702 3.3403 0.15 -0.15 -0.11
H -0.2404 -0.2400 2.3535 -0.35 -0.34 -0.70
H -0.4808 -0.9621 -2.4978 -0.39 -0.39 -0.11

***

[2]
9
Properties=species:S:1:pos:R:3:forces:R:3 method="wB97M-V/def2-TZVPD" e_tot_ev=-4217.578 total_charge=0 smiles="C=C.O" lumo_ev=0.761 e_above_lowest_ev=0.889 mol_weight_g_mol=46.07 max_force_ev_per_a=1.9
C 0.0000 0.0000 0.0000 -0.25 -0.19 0.56
C 0.5946 0.0480 -1.1762 0.15 0.53 -0.77
H -0.8282 0.6724 0.2512 0.32 -0.31 -0.03
H 0.3168 -0.7240 0.7594 -0.16 0.32 -0.20
H 0.2695 0.7989 -1.9052 0.07 -0.29 0.16
H 1.4467 -0.5870 -1.4445 -0.76 0.58 0.13
O 2.7097 -1.8150 -0.9374 0.89 -1.66 -0.30
H 3.5706 -2.1048 -1.3158 -0.87 0.24 0.43
H 2.1481 -2.6229 -0.9512 0.60 0.78 0.02

***

[3]
77
Properties=species:S:1:pos:R:3:forces:R:3 method="wB97M-V/def2-TZVPD" e_tot_ev=-127887.635 total_charge=-2 lumo_ev=3.453 e_above_lowest_ev=0.048 mol_weight_g_mol=786.98 max_force_ev_per_a=0.3
Pd 0.1054 1.0949 0.0279 0.07 0.14 -0.11
Br -8.8708 0.0130 5.9613 -0.02 0.01 0.01
C -7.4293 -1.1207 5.4438 0.02 -0.02 0.01
C -6.8989 -1.0131 4.1651 0.02 0.00 -0.02
C -5.8473 -1.8266 3.7911 -0.02 0.00 0.01
C -5.3118 -2.7703 4.6832 -0.03 0.03 0.06
C -5.8824 -2.8689 5.9549 0.02 0.00 -0.03
C -6.9281 -2.0439 6.3421 -0.01 0.02 0.00
N -4.3927 -3.7546 4.2803 -0.10 -0.03 -0.01
N -3.3652 -3.5026 3.5756 0.10 -0.04 -0.01
C -2.7770 -2.2868 3.4340 0.05 0.01 -0.05
C -2.8965 -1.1968 4.3252 -0.04 -0.02 -0.01
C -2.2035 -0.0391 4.1583 0.05 0.05 -0.03
C -1.2981 0.1897 3.0514 -0.02 -0.01 0.01
O -0.6761 1.2458 2.9335 0.03 0.02 0.00
C -1.1493 -0.9499 2.1038 -0.05 -0.10 0.02
N -0.3173 -0.7907 1.0459 0.02 -0.07 0.08
C -0.0640 -1.8242 0.2639 0.05 -0.01 -0.06
C -0.6667 -3.0729 0.4512 0.00 0.01 0.02
C -1.5662 -3.2344 1.4680 -0.03 0.00 0.03
C -1.8262 -2.1622 2.3450 0.02 0.04 0.01
H -7.3029 -0.2914 3.4675 0.00 0.00 0.00
H -5.4207 -1.7315 2.8011 0.00 -0.01 0.00
H -5.4911 -3.6125 6.6377 0.00 0.00 0.00
H -7.3507 -2.1242 7.3350 -0.01 0.00 0.00
H -3.5196 -1.3053 5.2027 0.00 0.02 0.01
H -2.2688 0.7618 4.8851 -0.01 -0.01 0.01
H 0.6406 -1.6474 -0.5403 0.00 0.01 -0.02
H -0.4279 -3.8851 -0.2231 0.01 0.01 -0.01
H -2.0800 -4.1716 1.6307 0.00 0.00 0.00
O 0.2877 -0.0886 -3.1221 0.12 -0.04 -0.14
C 1.5820 -0.2358 -3.6695 0.00 -0.01 0.07
C 2.6355 -0.2999 -2.4793 -0.10 0.11 -0.03
O 3.8153 -0.5091 -2.7906 0.09 -0.04 -0.02
O 2.1386 -0.0801 -1.3500 -0.03 -0.15 0.00
C 1.5699 -1.4822 -4.5510 -0.03 0.02 0.00
C 0.3896 -1.7772 -5.2355 0.00 0.00 0.02
C 0.3029 -2.8794 -6.0707 0.02 -0.02 0.00
C 1.3990 -3.7174 -6.2383 -0.01 0.00 0.00
C 2.5743 -3.4340 -5.5600 0.00 0.01 0.00
C 2.6639 -2.3245 -4.7255 0.02 -0.01 -0.02
C 1.9346 1.0104 -4.4799 0.06 0.00 -0.03
C 1.4050 2.2369 -4.0847 0.00 -0.03 0.01
C 1.7394 3.3980 -4.7664 -0.01 0.01 0.00
C 2.6052 3.3544 -5.8513 0.00 0.00 0.00
C 3.1446 2.1364 -6.2415 0.00 0.00 0.00
C 2.8149 0.9745 -5.5572 -0.02 0.02 0.01
H 0.4755 0.1059 -2.1798 -0.14 0.04 0.20
H -0.4674 -1.1342 -5.0862 0.00 0.00 0.00
H -0.6262 -3.0897 -6.5887 0.00 0.00 0.00
H 1.3335 -4.5838 -6.8868 0.00 0.00 0.00
H 3.4355 -4.0829 -5.6751 0.00 0.00 0.00
H 3.5769 -2.0922 -4.1937 0.00 0.00 0.00
H 0.7415 2.2760 -3.2298 -0.01 0.02 0.00
H 1.3245 4.3437 -4.4377 0.00 0.00 0.00
H 2.8638 4.2635 -6.3828 0.00 0.00 0.00
H 3.8310 2.0884 -7.0798 0.00 0.00 0.00
H 3.2514 0.0311 -5.8580 0.00 0.00 0.00
C -4.5232 3.2330 -0.1617 -0.01 0.01 -0.02
C -4.1080 3.5918 1.2606 -0.01 0.04 -0.01
C -4.0183 5.1041 1.4423 -0.01 0.00 -0.01
C -2.7960 2.9109 1.6495 -0.04 -0.03 0.05
N -1.6765 3.3071 0.8320 0.11 0.02 -0.10
C -0.6047 4.0641 1.1246 -0.09 0.09 0.25
N 0.3086 3.9703 0.2159 0.11 -0.04 -0.11
N -0.1807 3.0554 -0.7162 -0.15 -0.05 0.08
N -1.3771 2.6082 -0.3106 -0.01 0.00 -0.11
H -5.4831 3.6916 -0.4126 -0.01 0.00 0.00
H -4.6116 2.1526 -0.2851 0.00 0.00 0.00
H -3.7744 3.5760 -0.8777 -0.01 -0.01 0.01
H -4.8620 3.2025 1.9550 0.00 0.00 0.00
H -3.2609 5.5214 0.7745 0.00 0.00 0.00
H -3.7456 5.3663 2.4676 0.00 0.00 0.01
H -4.9717 5.5848 1.2114 0.00 0.00 0.00
H -2.8868 1.8270 1.5614 0.01 0.02 0.01
H -2.5402 3.1254 2.6887 0.01 -0.02 -0.03
H -0.5379 4.6575 2.0223 0.00 0.00 -0.02

***

[4]
76
Properties=species:S:1:pos:R:3:forces:R:3 method="wB97M-V/def2-TZVPD" e_tot_ev=-199750.858 total_charge=-1 lumo_ev=-5.905 mol_weight_g_mol=1247.31 max_force_ev_per_a=12.1
Tl -0.4162 -1.8896 1.9405 -0.49 -0.19 0.07
C -1.4623 4.9413 -0.4728 0.74 -0.21 -0.41
C -1.2190 3.8475 -1.5294 -1.53 0.13 1.15
C -0.0601 4.1102 -2.4122 -0.03 -0.47 -0.63
N 0.3254 2.8800 -3.2505 1.61 0.22 0.81
C 1.5437 3.3910 -4.1522 -1.04 -2.07 0.53
C 2.3822 2.1850 -4.7441 0.39 1.80 1.00
C 3.0161 1.3188 -3.6296 -0.94 0.66 -0.90
C 1.9147 0.7726 -2.7501 -0.11 -0.53 -0.13
C 0.8869 1.7897 -2.1795 0.86 0.17 -1.78
C -0.8030 2.3347 -4.1405 2.10 0.45 1.79
H -1.4909 5.8840 -1.0192 -0.46 0.31 0.28
H -0.6585 5.0183 0.2594 -0.01 -0.18 0.00
H -2.3864 4.6941 0.0497 0.05 0.37 -0.05
H -2.1542 3.8856 -2.0881 0.04 -0.50 -0.38
H -1.1727 2.8911 -1.0087 0.11 -0.06 -0.16
H 0.7914 4.4322 -1.8128 0.27 -0.33 -0.13
H -0.2866 4.9223 -3.1031 0.02 -0.01 -0.23
H 2.0348 4.0409 -3.4280 0.63 -0.15 -0.50
H 1.0693 3.9676 -4.9463 0.10 0.13 0.11
H 3.2273 2.5926 -5.2988 -0.08 0.50 -0.11
H 1.8099 1.6797 -5.5220 -0.23 -0.44 0.44
H 3.7160 1.9002 -3.0293 0.06 0.28 -0.16
H 3.5938 0.5680 -4.1688 -0.08 -0.40 0.50
H 2.3742 0.2563 -1.9073 -0.16 0.16 0.40
H 1.4444 -0.0599 -3.2733 -0.42 0.27 -0.14
H 1.3828 2.4284 -1.4486 -0.33 -0.22 0.13
H 0.0717 1.1845 -1.7828 -0.24 0.69 0.06
H -0.9843 3.1396 -4.8528 -0.33 -0.46 -0.18
H -1.6193 2.0836 -3.4632 -0.10 -0.05 -0.49
H -0.2682 1.4517 -4.4902 -0.98 -0.08 -0.76
N -0.0780 0.9193 2.2658 5.21 -0.56 -2.26
S -0.9228 1.9455 2.9452 -9.75 2.74 5.81
O -1.8524 2.6838 2.1184 1.15 -1.07 -0.27
O -0.5644 2.6694 4.1265 2.54 0.56 -0.81
F -1.8441 0.8725 3.8061 0.31 -0.11 -1.91
S 1.1763 1.9952 1.7655 4.53 0.82 -2.09
O 2.2598 2.2783 2.7216 -3.48 -0.10 -1.25
O 0.7865 3.0274 0.7559 0.45 -2.71 3.01
F 1.9615 0.9145 0.9036 -0.92 -0.33 -0.45
N -2.4202 -3.5209 3.1849 0.78 -2.31 1.57
S -3.9157 -3.4749 3.6239 -5.93 6.40 -3.68
O -4.3152 -3.6060 4.9682 0.63 -1.34 1.16
O -4.8077 -3.9245 2.5656 1.27 0.25 1.73
F -3.9402 -1.8275 3.4961 -0.19 -1.16 -0.14
S -2.2272 -5.1085 3.6446 4.88 -4.57 -0.89
O -2.9876 -6.1893 2.9617 1.48 3.44 1.84
O -1.7929 -5.3249 5.0289 -1.41 0.90 -2.55
F -0.7977 -5.0467 2.8282 -0.48 -0.74 0.46
N 1.0059 -1.8912 4.3282 -4.40 -0.13 1.26
S 2.3663 -1.7289 4.9585 11.46 -1.76 -2.81
O 2.6828 -2.8434 5.8690 -1.16 2.95 -0.56
O 2.9554 -0.3958 5.0015 -1.64 -2.14 1.08
F 3.1278 -2.3112 3.6224 -0.42 0.52 0.73
S 0.2472 -1.4039 5.7676 -9.26 2.20 0.12
O 0.1556 0.0104 5.9958 2.89 -0.49 0.36
O -0.0038 -2.3508 6.7887 2.30 -0.52 0.37
F -1.2088 -1.4592 5.1226 -0.27 -0.98 -1.43
N 1.5404 -3.3324 0.3040 -0.82 -3.22 -1.31
S 2.9223 -3.4941 -0.4122 8.39 5.55 -2.48
O 3.0891 -2.9958 -1.8268 -1.08 -1.81 3.76
O 3.8301 -4.5594 0.0341 -2.45 1.01 -0.99
F 3.5258 -2.2422 0.3771 0.25 0.22 0.09
S 1.1007 -4.8008 -0.4443 -6.65 -4.11 0.58
O 1.3248 -5.9829 0.3704 0.86 1.93 -1.29
O 1.0526 -4.8925 -1.8982 1.03 0.56 2.46
F -0.4467 -4.5622 -0.0892 -0.10 0.51 -0.17
N -1.6378 -1.3327 -0.6499 4.19 -1.17 -3.90
S -3.0415 -0.8805 -0.9290 -8.93 4.57 6.75
O -4.0643 -1.7979 -1.3354 1.22 0.44 -1.70
O -3.2059 0.5763 -1.0858 0.61 -2.43 -1.22
F -3.3751 -0.9550 0.6855 0.24 0.13 0.16
S -1.3380 -1.5099 -2.3439 3.93 -3.45 -2.43
O -1.4477 -0.3291 -3.1812 -0.29 -0.86 1.49
O -1.7147 -2.7881 -2.9284 0.04 2.34 1.45
F 0.2363 -1.6713 -2.1572 -0.43 0.22 0.21

***

[5]
55
Properties=species:S:1:pos:R:3:forces:R:3 method="wB97M-V/def2-TZVPD" e_tot_ev=-196113.561 total_charge=+2 lumo_ev=-6.376 mol_weight_g_mol=723.17 max_force_ev_per_a=1.0
Sn -1.1935 0.2197 -0.6869 0.92 0.27 -0.34
O -0.1095 0.5568 1.1813 -0.74 0.01 -0.26
N 0.9453 0.6962 1.9647 0.47 -0.23 0.01
C 0.8390 0.2560 3.2348 -0.11 -0.05 -0.03
C 1.9135 0.2821 4.0862 0.18 0.08 0.04
C 3.1297 0.7724 3.6289 -0.02 0.01 0.00
C 3.2070 1.2688 2.3414 -0.06 0.05 0.04
C 2.0988 1.2462 1.5059 0.02 0.18 -0.08
S 2.2925 1.7878 -0.1636 -0.15 -0.41 -0.12
H -0.1346 -0.1200 3.5069 -0.04 0.00 -0.06
H 1.7984 -0.0774 5.0979 -0.05 -0.03 -0.01
H 3.9988 0.7861 4.2725 -0.02 0.01 0.00
H 4.1235 1.6900 1.9511 -0.03 0.02 0.04
C -4.4945 -4.7382 -0.8578 0.08 0.04 0.03
C -4.4745 -3.2392 -0.7419 0.02 -0.08 -0.01
C -5.6349 -2.4842 -0.6066 0.00 0.08 0.01
C -5.5662 -1.1024 -0.4919 -0.13 -0.06 -0.03
C -4.3201 -0.5252 -0.5117 0.31 0.35 0.04
Br -4.1307 1.3659 -0.3777 -0.38 -0.07 0.11
N -3.1849 -1.2122 -0.6264 0.02 -0.23 0.17
C -3.2721 -2.5472 -0.7474 0.01 -0.01 -0.03
H -5.5129 -5.1121 -0.9401 0.03 0.01 -0.01
H -4.0356 -5.1935 0.0226 -0.04 0.01 -0.03
H -3.9305 -5.0712 -1.7302 -0.05 0.01 0.01
H -6.6022 -2.9711 -0.5923 0.02 -0.01 0.00
H -6.4534 -0.4923 -0.3925 0.04 -0.02 -0.01
H -2.3346 -3.0785 -0.8504 0.02 -0.02 0.00
Se 0.7151 3.2479 -0.5949 -0.02 0.18 0.02
C 1.6503 4.9384 -0.4766 -0.05 -0.29 0.12
C 2.9889 5.0601 -0.8096 -0.01 0.08 -0.03
C 3.5657 6.3221 -0.7815 0.02 -0.05 -0.03
C 2.8038 7.4339 -0.4474 0.00 0.04 0.03
C 1.4670 7.2892 -0.1066 -0.02 -0.02 -0.04
C 0.8795 6.0307 -0.1103 0.02 0.01 0.00
H 3.5759 4.1945 -1.0875 0.01 0.03 -0.02
H 4.6114 6.4360 -1.0370 -0.03 0.01 0.00
H 3.2553 8.4174 -0.4531 0.00 -0.03 0.03
H 0.8753 8.1515 0.1695 0.02 0.01 -0.01
H -0.1617 5.9104 0.1632 0.02 0.02 0.02
N 1.2594 -0.3067 -3.4300 -0.08 -0.27 0.17
C 1.1592 -1.3488 -2.5894 0.00 0.15 -0.12
N 0.3695 -1.3781 -1.5363 -0.36 0.01 0.45
C 0.5344 -2.5704 -0.8148 0.10 -0.10 0.04
C -0.0899 -2.8951 0.3861 0.06 0.12 -0.13
C 0.1872 -4.1156 0.9782 -0.04 0.01 0.05
C 1.0687 -5.0148 0.3804 0.02 -0.08 0.02
C 1.7039 -4.7009 -0.8093 0.04 -0.01 -0.02
C 1.4370 -3.4669 -1.3838 -0.02 0.07 -0.06
S 2.1251 -2.7692 -2.8314 -0.02 -0.02 0.01
H 0.6397 0.4785 -3.3466 0.02 0.12 -0.03
H 1.8109 -0.3798 -4.2663 0.02 0.04 -0.06
H -0.7714 -2.1924 0.8534 -0.02 -0.03 0.14
H -0.2788 -4.3735 1.9214 0.00 0.01 -0.06
H 1.2654 -5.9662 0.8585 0.00 0.05 -0.05
H 2.3913 -5.3953 -1.2756 -0.01 0.02 0.05

***

[6]
18
Properties=species:S:1:pos:R:3:forces:R:3 method="wB97M-V/def2-TZVPD" e_tot_ev=-27485.150 total_charge=0 smiles=CSSC[C@@H](C)N lumo_ev=0.098 e_above_lowest_ev=2.115 mol_weight_g_mol=137.27 max_force_ev_per_a=4.5
N 0.3324 -0.1328 1.1938 1.92 -0.08 0.57
C -0.4639 -0.7306 0.1032 0.08 0.87 -0.42
C -1.1715 -1.9215 0.6443 -0.48 -2.81 2.14
C 0.2389 -1.1454 -1.2148 0.35 -0.08 -0.01
S 1.2814 0.2539 -1.8510 -2.19 0.84 0.64
S -0.2033 1.8582 -1.3135 0.97 -1.76 -1.99
C 0.6615 2.6870 -0.0751 2.01 3.84 1.03
H 0.7121 0.8848 1.1705 -0.93 -3.06 -0.60
H 1.0961 -0.8285 1.4714 -1.28 1.67 -0.46
H -1.2878 0.0120 -0.1344 1.20 -0.94 0.11
H -0.4828 -2.8908 0.8861 -1.35 2.41 -0.50
H -2.0759 -2.3405 0.1136 1.13 0.74 0.03
H -1.5489 -1.4966 1.6012 0.05 -0.98 -0.27
H -0.6534 -1.3047 -1.8711 1.18 -0.26 -0.07
H 0.9367 -2.0966 -1.1625 -1.51 1.90 0.06
H 0.3774 2.6963 1.0193 0.44 -1.04 -1.07
H 1.7804 2.7150 -0.3212 -1.46 -0.59 0.94
H 0.4706 3.7809 -0.2598 -0.13 -0.69 -0.15

***

[7]
36
Properties=species:S:1:pos:R:3:forces:R:3 method="wB97M-V/def2-TZVPD" e_tot_ev=-18895.849 total_charge=0 smiles=CC(C)O.CC(C)O.O.O.O.O lumo_ev=0.136 e_above_lowest_ev=1.163 mol_weight_g_mol=192.25 max_force_ev_per_a=2.3
O 2.6048 0.7432 0.4990 -0.03 0.13 0.01
H 1.6409 0.7125 0.4265 0.21 -0.26 -0.10
H 2.9079 0.0135 -0.0523 -0.04 0.04 0.05
O -2.3605 1.6711 -1.2179 0.17 0.03 -0.03
H -1.6106 1.0749 -1.0865 -0.07 -0.05 -0.03
H -2.0141 2.3848 -1.7644 -0.04 -0.07 0.04
O -1.8656 -2.6683 2.3717 -0.11 -0.07 0.00
H -1.4672 -3.4945 2.0748 0.01 0.09 0.08
H -2.7834 -2.8942 2.5649 0.09 0.03 -0.06
O -0.1033 -0.3739 -0.0729 -0.21 0.59 0.04
H -0.4510 -1.2650 0.0461 -0.10 0.13 0.12
H -0.5487 0.1540 0.6404 0.11 -0.87 -0.21
C -0.6106 2.5685 2.1692 0.99 -0.35 0.34
C -0.7926 1.3082 3.0351 -0.82 1.35 -0.54
C -1.6085 1.5019 4.3284 1.92 -1.22 0.04
O -1.4476 0.3347 2.2092 0.09 -0.04 0.48
H 0.1590 3.1844 2.6462 -0.13 0.04 0.05
H -1.4487 3.2216 1.9443 -0.41 -0.43 0.10
H -0.1396 2.2249 1.2456 -0.18 0.24 -0.23
H 0.2321 0.9841 3.2498 -0.16 -0.19 0.21
H -1.2200 0.6903 4.9618 -0.62 -0.07 0.18
H -2.6654 1.3429 4.1532 -0.15 0.52 0.07
H -1.2881 2.3810 4.8838 -0.55 0.38 -0.26
H -1.6126 -0.4485 2.7572 0.10 -0.06 -0.42
C 2.6719 -1.3373 -4.3327 -0.21 -2.09 0.14
C 1.7360 -1.0997 -3.1558 0.82 0.13 -0.47
C 0.2488 -1.0985 -3.5486 0.24 0.77 0.30
O 1.9663 -2.1083 -2.1642 -0.05 0.06 0.08
H 3.7310 -1.4396 -4.0903 -0.02 0.77 0.28
H 2.4936 -0.7349 -5.2169 0.00 0.32 0.18
H 2.4574 -2.3851 -4.6061 -0.18 0.21 -0.37
H 2.0478 -0.1819 -2.6419 -0.48 0.36 -0.42
H -0.0031 -1.0187 -4.6065 0.47 0.23 -0.09
H -0.1149 -0.2107 -3.0286 -0.84 -0.29 -0.12
H -0.2487 -2.0084 -3.2172 0.09 0.08 0.34
H 1.5076 -1.7291 -1.4044 0.09 -0.41 0.25

***

[8]
14
Properties=species:S:1:pos:R:3:forces:R:3 method="wB97M-V/def2-TZVPD" e_tot_ev=-8368.118 total_charge=0 lumo_ev=0.623 e_above_lowest_ev=5.164 mol_weight_g_mol=88.11 max_force_ev_per_a=0.7
C 0.8179 -0.7565 1.2109 0.11 -0.10 0.07
O 1.2051 1.2815 -0.7634 0.25 0.15 -0.03
C -0.0243 0.9493 -1.0119 -0.71 -0.18 -0.18
C -0.2404 -0.6199 -1.0643 0.13 -0.04 -0.07
O -0.4282 -0.6245 0.4470 -0.04 -0.06 0.04
C -0.9028 0.8225 0.3035 0.02 0.09 0.10
H 0.5289 -1.1257 2.1954 0.02 0.11 -0.08
H 1.4357 -1.4835 0.6863 -0.11 0.02 0.12
H 1.3237 0.2087 1.2064 -0.02 -0.15 -0.01
H -0.5804 1.4655 -1.8343 0.13 -0.05 0.15
H 0.6211 -1.2335 -1.3282 -0.07 0.13 0.03
H -1.1845 -1.0232 -1.4436 0.15 0.11 0.00
H -0.5818 1.4010 1.1698 0.00 -0.08 -0.11
H -1.9901 0.7382 0.2265 0.15 0.04 -0.04